(1)
DFT (ωB97M-V/def2-TZVPD) results for a structure of composition C52H45Cl2N6O6Ti.

XYZ file:
```
112
Properties=species:S:1:pos:R:3:forces:R:3
Ti -0.4561 -0.3570 0.2170 0.0 0.5 -0.1
C -4.0780 -8.9478 -2.7626 0.0 0.0 0.0
O -4.3627 -7.5821 -3.0326 0.0 -0.1 0.0
C -3.6433 -6.6473 -2.3760 0.0 0.0 0.0
C -2.6248 -6.9307 -1.4712 0.0 0.0 0.0
C -1.9555 -5.8887 -0.8404 0.0 0.0 0.0
C -2.2785 -4.5621 -1.0967 -0.1 0.0 0.0
C -3.3065 -4.2969 -2.0097 0.1 0.1 -0.1
C -3.9747 -5.3189 -2.6472 0.0 0.0 0.0
C -1.6345 -3.4269 -0.4013 0.0 0.0 0.0
C -2.4413 -2.5813 0.3686 0.1 0.0 0.1
C -3.6896 -2.9734 0.9408 -0.1 0.0 0.0
C -3.9355 -2.1307 1.9790 0.0 0.0 0.0
C -2.8764 -1.1695 2.0116 -0.1 0.0 -0.2
N -1.9942 -1.4293 0.9841 -0.4 -0.2 0.1
C -2.8162 -0.0731 2.8731 0.0 -0.1 0.0
C -1.9394 0.9742 2.6290 0.0 0.0 -0.1
C -1.9668 2.2762 3.2257 -0.1 0.0 0.0
C -1.1092 3.0610 2.5265 -0.1 0.1 -0.1
C -0.4599 2.2204 1.5604 0.1 -0.1 0.3
C 0.7718 2.5378 0.9512 0.0 0.0 0.0
C 0.9922 3.9321 0.5290 0.0 0.0 0.0
C 2.2394 4.5669 0.3999 0.0 0.0 0.0
C 2.3431 5.8807 0.0101 0.1 0.0 0.0
C 1.2015 6.6266 -0.2908 0.0 0.0 0.0
O 1.4058 7.9079 -0.6447 0.0 0.1 0.0
C 0.2652 8.7122 -0.9230 0.0 0.0 0.0
C -0.0430 6.0101 -0.2334 0.0 -0.1 0.0
C -0.1278 4.6836 0.1626 0.0 0.0 0.0
C 1.7329 1.5032 0.9864 0.0 0.0 0.1
N 1.3785 0.1787 0.9980 0.2 0.2 0.2
C 2.4997 -0.5327 1.3659 0.0 0.0 -0.1
C 2.6455 -1.9032 1.2073 -0.1 -0.1 -0.2
C 3.8432 -2.6334 1.6839 0.1 0.0 0.0
C 3.6617 -3.7631 2.4793 0.0 0.1 0.1
C 4.7356 -4.4777 2.9931 0.0 0.0 0.0
C 6.0330 -4.0674 2.7020 -0.1 0.0 0.1
O 7.1458 -4.6811 3.1558 0.0 -0.1 0.0
C 6.9845 -5.9179 3.8382 0.0 0.1 0.0
C 6.2338 -2.9504 1.8903 0.1 0.0 0.0
C 5.1576 -2.2499 1.3918 0.0 0.0 -0.2
C 1.6643 -2.6401 0.5340 0.0 -0.1 -0.1
C 1.8902 -3.9021 -0.0983 0.0 -0.1 0.0
C 0.7223 -4.2742 -0.6859 0.0 0.0 0.0
C -0.2501 -3.2909 -0.3385 0.0 0.1 0.2
N 0.3692 -2.2400 0.3221 0.3 -0.3 -0.1
C 3.5472 0.3854 1.6909 0.0 0.0 0.1
C 3.1095 1.6261 1.3732 0.0 0.1 -0.1
N -0.9755 0.9560 1.6421 -0.2 0.3 0.6
C -3.7646 -0.0130 4.0169 0.1 0.0 0.0
C -4.7016 1.0127 4.1612 -0.1 0.0 -0.1
C -5.5439 1.0603 5.2522 0.0 0.1 -0.1
C -5.4666 0.0819 6.2416 0.0 -0.1 0.0
O -6.3174 0.2259 7.2798 0.0 0.0 0.1
C -6.2264 -0.7066 8.3481 0.0 0.0 -0.1
C -4.5571 -0.9629 6.1046 0.0 0.0 0.0
C -3.7202 -1.0014 4.9954 0.0 0.0 0.0
H -4.8018 -9.5237 -3.3296 0.0 0.0 0.0
H -4.1908 -9.1733 -1.7000 0.0 0.0 0.0
H -3.0690 -9.2103 -3.0881 0.0 0.0 0.0
H -2.3500 -7.9506 -1.2437 0.0 0.0 0.0
H -1.1947 -6.1248 -0.1071 0.0 0.0 0.0
H -3.5566 -3.2658 -2.2336 0.0 0.0 0.0
H -4.7622 -5.1169 -3.3625 0.0 0.0 0.0
H -4.2661 -3.8341 0.6392 0.0 0.0 0.0
H -4.7614 -2.1565 2.6722 0.0 0.0 0.0
H -2.5721 2.5584 4.0718 0.1 0.0 0.0
H -0.8626 4.0944 2.7101 0.0 0.0 0.0
H 3.1540 4.0400 0.6019 0.0 0.0 0.0
H 3.3097 6.3599 -0.0763 0.0 0.0 0.0
H 0.6429 9.7080 -1.1275 0.0 0.0 0.0
H -0.4085 8.7468 -0.0649 0.0 0.0 0.0
H -0.2714 8.3415 -1.7983 0.0 0.0 0.0
H -0.9434 6.5385 -0.5108 0.0 0.0 0.0
H -1.1023 4.2125 0.1609 0.0 0.0 0.0
H 2.6549 -4.0765 2.7294 0.0 0.0 0.0
H 4.5482 -5.3390 3.6177 0.0 0.0 0.0
H 7.9848 -6.2980 4.0145 0.0 0.0 0.0
H 6.4256 -6.6307 3.2289 0.0 0.0 0.0
H 6.4785 -5.7777 4.7952 0.0 0.0 0.0
H 7.2500 -2.6629 1.6523 0.0 0.0 0.0
H 5.3450 -1.4275 0.7123 0.0 0.0 0.1
H 2.8377 -4.4168 -0.1205 -0.1 0.0 0.0
H 0.5359 -5.1453 -1.2919 0.0 0.0 0.1
H 4.5064 0.1272 2.1049 0.0 0.0 0.0
H 3.6655 2.5341 1.5070 0.0 0.0 0.0
H -4.7907 1.7696 3.3898 0.0 0.0 0.0
H -6.2790 1.8479 5.3585 0.0 0.0 0.0
H -6.9250 -0.3654 9.1046 0.0 0.0 0.0
H -5.2191 -0.7277 8.7674 0.0 0.0 0.0
H -6.5092 -1.7092 8.0212 0.0 0.0 0.0
H -4.4890 -1.7457 6.8465 0.0 0.0 0.0
H -3.0090 -1.8134 4.8965 0.0 0.0 0.0
N -1.9401 1.1217 -0.9295 0.0 -0.4 0.0
C -3.0551 1.9827 -0.4933 0.2 0.1 0.1
C -4.2488 1.1405 -0.0701 0.0 -0.1 -0.1
N -4.5056 0.0946 -1.0611 0.0 0.1 0.0
H -1.3084 1.6390 -1.5320 0.0 0.1 0.0
H -2.3769 0.3997 -1.5016 0.0 0.0 -0.1
H -3.3584 2.6315 -1.3194 0.1 0.1 0.0
H -2.7351 2.6168 0.3346 -0.1 0.0 0.0
H -5.1016 1.8075 0.0854 0.0 0.0 0.1
H -4.0314 0.6621 0.8794 -0.1 0.0 0.0
H -5.0346 0.4524 -1.8469 0.0 0.0 0.0
H -5.0324 -0.6692 -0.6592 0.0 0.0 0.0
Cl 0.1722 -2.5511 -4.0604 0.0 0.0 0.1
C 0.7245 -0.9779 -3.5090 -0.1 0.2 -0.1
Cl 0.2954 0.3118 -4.6610 0.0 0.0 0.0
C 0.1129 -0.5800 -2.1743 -0.3 0.0 -0.3
O -0.9440 -1.1131 -1.7596 0.3 -0.1 0.0
O 0.6764 0.3030 -1.4701 0.1 -0.4 -0.2
H 1.8045 -0.9967 -3.4320 0.1 0.0 0.0
```
Positions in Å, forces in eV/Å.

Values from the calculation:
E ... -4558.3170 Ha
Frontier orbital gap ... 5.49 eV
Relative energy (zero: lowest compared OMol25 entry of this formula, charge and spin) ... 29.0 kcal per mole
Charge ... +1

(2)
DFT (ωB97M-V/def2-TZVPD) results for a structure of composition C52H45Cl2O8S3Ta.

XYZ file:
```
111
Properties=species:S:1:pos:R:3:forces:R:3
Ta 0.0936 -0.0452 -1.9981 0.2 0.0 -0.3
C -3.7500 -5.5434 -3.5305 0.0 0.0 0.0
O -3.7807 -4.7109 -4.6890 0.0 0.0 0.0
C -3.0782 -3.5826 -4.6894 0.0 0.0 0.0
C -3.1600 -2.8173 -5.8742 0.0 0.0 0.0
C -2.4766 -1.6443 -5.9591 0.0 0.0 0.0
C -1.6818 -1.1643 -4.8886 0.0 0.1 0.0
C -0.9945 0.0805 -4.9857 0.0 0.0 0.0
C -1.0258 0.8810 -6.2527 0.0 0.0 0.0
O -0.3441 0.5875 -4.0370 -0.1 -0.1 0.0
C -1.6103 -1.9461 -3.7194 0.0 -0.1 0.0
O -0.8816 -1.5734 -2.6699 -0.2 0.1 0.0
C -2.3048 -3.1452 -3.6213 0.1 -0.1 0.1
H -4.3909 -6.3881 -3.7577 0.0 0.0 0.0
H -4.1378 -5.0092 -2.6617 0.0 0.0 0.0
H -2.7357 -5.8945 -3.3354 0.0 0.0 0.0
H -3.7705 -3.1868 -6.6855 0.0 0.0 0.0
H -2.5516 -1.0639 -6.8678 0.0 0.0 0.0
H -0.6875 0.2856 -7.1005 0.0 0.0 0.0
H -0.3873 1.7533 -6.1468 0.0 0.0 0.0
H -2.0446 1.2109 -6.4623 0.0 0.0 0.0
H -2.2173 -3.7060 -2.7028 0.0 0.0 0.0
C 1.6237 6.9783 2.3040 0.0 0.0 0.0
C 1.7476 5.5700 1.7981 0.0 0.0 0.0
C 2.9171 4.8376 1.9991 0.0 0.0 0.0
C 3.0190 3.5246 1.5709 0.0 0.0 0.0
C 1.9284 2.9448 0.9401 -0.1 0.0 0.0
C 0.7574 3.6485 0.7026 0.1 0.0 0.0
C 0.6812 4.9618 1.1388 0.0 0.0 0.0
S 2.0642 1.2574 0.4035 0.0 0.1 0.0
O 0.6734 0.9939 -0.1926 0.1 -0.2 0.2
C 2.1490 0.3599 1.9368 0.0 0.0 0.0
C 3.3587 -0.3544 2.0970 0.0 0.0 0.0
C 3.5565 -1.1070 3.2160 0.0 0.0 0.0
C 2.5495 -1.1998 4.2050 0.0 0.0 0.0
C 2.7300 -1.9944 5.3640 0.0 0.0 0.0
C 1.7451 -2.0859 6.3022 0.0 0.0 0.0
C 0.5274 -1.3890 6.1291 0.0 0.0 0.0
C 0.3222 -0.6137 5.0257 0.0 0.0 0.0
C 1.3304 -0.4941 4.0318 0.0 0.0 0.0
C 1.1409 0.3103 2.8723 0.0 0.0 0.0
C -0.1525 1.0413 2.7047 0.0 -0.1 0.0
C -0.3596 2.2832 3.3708 0.0 0.0 0.0
C 0.6408 2.8764 4.1809 0.0 0.0 0.0
C 0.4172 4.0803 4.7835 0.0 0.0 0.0
C -0.8147 4.7488 4.6113 0.0 0.0 0.0
C -1.7950 4.1994 3.8365 0.0 0.0 0.0
C -1.5936 2.9543 3.1944 0.0 0.0 0.0
C -2.5962 2.3783 2.3719 0.0 0.0 0.0
C -2.3933 1.1843 1.7519 0.0 0.0 0.0
C -1.1628 0.5207 1.9378 0.0 0.0 0.0
S -0.8221 -1.0022 1.0847 0.0 0.1 0.0
O -1.1837 -0.7184 -0.3859 0.0 -0.2 0.0
C -2.1538 -2.0346 1.6089 -0.1 0.0 0.0
C -1.9524 -2.7819 2.7626 0.0 0.0 0.0
C -2.9823 -3.5793 3.2282 0.0 0.0 0.0
C -4.1998 -3.6505 2.5499 0.0 0.0 0.0
C -5.3036 -4.5273 3.0690 0.0 0.0 0.0
C -4.3619 -2.9027 1.3851 0.0 0.0 0.0
C -3.3470 -2.0899 0.9054 0.0 0.0 0.0
H 2.5922 7.3933 2.5759 0.0 0.0 0.0
H 0.9858 7.0022 3.1905 0.0 0.0 0.0
H 1.1656 7.6268 1.5576 0.0 0.0 0.0
H 3.7579 5.3009 2.4998 0.0 0.0 0.0
H 3.9318 2.9641 1.7391 0.0 0.0 0.0
H -0.0761 3.1703 0.2025 0.0 0.0 0.0
H -0.2307 5.5230 0.9727 0.0 0.0 0.0
H 4.1202 -0.2922 1.3287 0.0 0.0 0.0
H 4.4833 -1.6487 3.3567 0.0 0.0 0.0
H 3.6645 -2.5260 5.4922 0.0 0.0 0.0
H 1.8919 -2.6915 7.1863 0.0 0.0 0.0
H -0.2441 -1.4690 6.8832 0.0 0.0 0.0
H -0.6106 -0.0787 4.9041 0.0 0.0 0.0
H 1.5865 2.3673 4.3190 0.0 0.0 0.0
H 1.1853 4.5251 5.4028 0.0 0.0 0.0
H -0.9828 5.6969 5.1054 0.0 0.0 0.0
H -2.7435 4.7060 3.7073 0.0 0.0 0.0
H -3.5335 2.9055 2.2446 0.0 0.0 0.0
H -3.1533 0.7492 1.1172 0.0 0.0 0.0
H -1.0069 -2.7349 3.2919 0.0 0.0 0.0
H -2.8388 -4.1647 4.1281 0.0 0.0 0.0
H -4.9843 -5.5699 3.1011 0.0 0.0 0.0
H -6.1919 -4.4613 2.4443 0.0 0.0 0.0
H -5.5784 -4.2403 4.0845 0.0 0.0 0.0
H -5.3004 -2.9553 0.8474 0.0 0.0 0.0
H -3.4659 -1.5223 -0.0085 0.0 0.0 0.0
Cl 4.9079 -5.5435 -3.8619 0.0 0.0 0.0
C 3.9123 -4.1513 -3.6499 0.0 0.0 0.0
C 3.7079 -3.2765 -4.7429 0.0 0.0 0.0
C 2.9316 -2.1562 -4.6296 0.0 0.0 0.0
C 2.2897 -1.8536 -3.4087 0.0 -0.1 0.0
O 1.5549 -0.7897 -3.3168 0.0 0.1 0.2
C 2.5124 -2.7274 -2.3143 0.0 0.0 0.0
C 2.0103 -2.3727 -1.0616 0.0 0.1 0.0
O 1.2745 -1.3760 -0.8265 0.0 -0.2 0.1
C 3.3353 -3.8775 -2.4510 0.0 0.0 0.0
H 4.1845 -3.5116 -5.6859 0.0 0.0 0.0
H 2.7812 -1.4938 -5.4713 0.0 0.0 0.0
H 2.2949 -2.9675 -0.1881 0.0 0.0 0.0
H 3.4953 -4.5260 -1.5987 0.0 0.0 0.0
C 3.4602 2.8527 -3.2719 0.0 0.0 0.0
S 1.8995 2.1543 -3.7634 0.0 0.0 0.0
C 0.9413 3.6476 -3.9156 0.0 0.0 0.0
O 1.3974 1.5845 -2.4153 0.1 0.1 0.0
H 3.3118 3.4674 -2.3851 0.0 0.0 0.0
H 3.8460 3.4435 -4.1023 0.0 0.0 0.0
H 4.1357 2.0252 -3.0640 0.0 0.0 0.0
H 1.2882 4.1985 -4.7894 0.0 0.0 0.0
H 1.0536 4.2324 -3.0037 0.0 0.0 0.0
H -0.0948 3.3378 -4.0398 0.0 0.0 0.0
Cl -1.6426 1.5968 -1.8773 -0.1 0.1 0.0
```
Positions in Å, forces in eV/Å.

Values from the calculation:
E ... -4782.1919 Ha
Frontier orbital gap ... 7.23 eV
Relative energy (zero: lowest compared OMol25 entry of this formula, charge and spin) ... 0.0 kcal per mole
Charge ... +2

The lowest frontier orbital gap belongs to which entry?
C52H45Cl2N6O6Ti